[1]
A molecular structure, C2H12AgBF6NO8S2. Source: the OMol25 dataset; level of theory: the ωB97M-V functional and the def2-TZVPD basis.

LUMO energy (alpha / beta)	-3.362 / -9.739	eV
multiplicity	3
<S²>	2.008
total charge	+1

Last column: Löwdin charge in e.
Geometry (Å):
Ag  -15.8556  -33.5197  35.8120  1.04
C  -15.2791  -30.4163  38.4961  -0.54
F  -14.4217  -30.5056  37.4098  0.09
F  -14.7543  -31.1174  39.5378  0.11
F  -15.3798  -29.1250  38.8566  0.16
S  -17.0564  -31.0923  38.0802  0.75
O  -18.0022  -30.7476  39.1724  -0.25
O  -17.3894  -30.5092  36.7842  -0.31
N  -16.8245  -32.8352  37.8120  -0.29
S  -17.1093  -33.3930  39.2928  0.60
O  -16.8806  -34.8124  39.2404  -0.29
O  -16.6054  -32.7095  40.4634  -0.23
C  -19.0676  -33.5297  39.4110  -0.67
F  -19.8291  -32.5153  38.8351  0.09
F  -19.4712  -34.5769  38.7638  0.18
F  -19.3541  -33.6618  40.6222  0.25
B  -15.3638  -34.7116  33.6732  -0.13
H  -15.0096  -35.1335  32.7455  0.07
H  -14.8445  -35.1054  34.5331  0.06
H  -15.1466  -33.6558  33.6247  0.01
H  -16.4207  -34.8917  33.7952  0.02
O  -14.9337  -31.1935  34.8358  -0.05
H  -14.5772  -31.4745  33.9931  0.05
H  -15.6135  -30.5589  34.6093  0.06
O  -17.7467  -32.8954  34.7140  -0.05
H  -18.4782  -33.3028  34.2502  0.09
H  -17.9784  -31.9678  34.7599  0.06
O  -16.6262  -35.5870  36.5423  -0.06
H  -17.3370  -35.9752  36.0321  0.08
H  -16.6814  -36.0161  37.3961  0.05
O  -13.9522  -33.2084  37.0952  -0.06
H  -13.1000  -32.8260  37.3045  0.09
H  -14.2772  -33.5424  37.9312  0.05

[2]
A molecular structure, C2H12LiO4. Source: the OMol25 dataset; level of theory: the ωB97M-V functional and the def2-TZVPD basis.

LUMO energy	-4.193	eV
total charge	+1

Last column: Löwdin charge in e.
Geometry (Å):
Li  0.7162  -1.2153  -0.2800  0.90
C  -1.7145  3.2012  0.7425  -0.09
C  -1.5011  2.6422  -0.6862  -0.29
O  -0.1098  2.3123  -0.8938  -0.11
H  -1.5660  2.3804  1.4441  0.06
H  -2.7742  3.4171  0.8789  0.07
H  -1.0940  4.0510  1.0268  0.08
H  -1.8064  3.3989  -1.4089  0.11
H  -2.1664  1.7812  -0.7507  0.10
H  0.3418  3.0326  -1.3399  0.08
O  -0.0265  -2.4051  2.8435  -0.06
H  0.4949  -2.9017  3.4742  0.04
H  -0.9309  -2.5227  3.1343  0.04
O  3.9153  -1.6356  -0.0047  -0.06
H  4.5114  -2.0631  0.6103  0.04
H  4.2427  -1.8849  -0.8689  0.04
O  -0.1547  -3.4968  -2.5063  -0.06
H  0.4676  -3.9530  -3.0727  0.04
H  -0.8454  -4.1389  -2.3425  0.04

[3]
3 unconnected molecules or ions with the total composition C2H12N2O2. Source: the OMol25 dataset; level of theory: the ωB97M-V functional and the def2-TZVPD basis.

LUMO energy (alpha / beta)	3.931 / 3.707	eV
multiplicity	2
<S²>	0.751
total charge	-1

Last column: Löwdin charge in e.
Geometry (Å):
N  -1.0862  1.6342  -0.7020  -0.05
C  -0.8204  0.9848  0.6594  -0.27
C  0.4404  1.6562  1.2987  -0.24
N  1.3920  2.2420  0.1769  -0.02
H  -1.8009  2.3106  -0.7341  0.02
H  -1.0572  1.0752  -1.5370  0.01
H  -0.6279  -0.0856  0.5609  0.06
H  -1.7483  1.0882  1.2758  0.09
H  0.2131  2.3005  2.1296  0.07
H  0.8740  0.8543  1.8470  0.06
H  1.8804  1.4053  -0.0446  0.01
H  0.8551  2.6534  -0.5748  0.02
H  0.4837  -3.9790  1.0267  -0.01
H  0.3202  -2.5530  0.3280  -0.01
O  0.4353  -3.0190  1.2227  -0.27
H  -0.1919  -2.2751  -2.8603  -0.03
H  0.0002  -3.4599  -1.7896  -0.13
O  0.4382  -2.8328  -2.2831  -0.32

[4]
3 unconnected molecules or ions with the total composition C2H12N2O2. Source: the OMol25 dataset; level of theory: the ωB97M-V functional and the def2-TZVPD basis.

LUMO energy	0.853	eV
SMILES	CNCN.O.O

Last column: Löwdin charge in e.
Geometry (Å):
C  1.7686  0.8300  0.8512  -0.11
N  1.3628  -0.1074  -0.1649  -0.15
C  -0.0134  -0.4447  -0.2452  -0.35
N  -0.4801  -1.2276  0.8992  0.00
H  2.7651  0.6573  1.2151  0.07
H  1.6578  1.8632  0.4798  0.08
H  1.0942  0.7800  1.7004  0.07
H  1.8093  -0.0817  -1.0596  0.11
H  -0.1978  -1.0328  -1.1369  0.11
H  -0.6919  0.4294  -0.3207  0.11
H  -0.2863  -0.8212  1.7987  0.05
H  -1.4779  -1.3508  0.8431  0.06
H  -5.3022  2.8030  -2.6977  0.03
H  -5.1006  4.0008  -1.7743  0.04
O  -4.8573  3.0691  -1.8875  -0.07
H  2.4758  -2.8485  1.4780  0.03
H  2.0545  -2.0781  0.2700  0.00
O  2.8539  -2.4737  0.6695  -0.09

[5]
3 unconnected molecules or ions with the total composition C2H12N2O2. Source: the OMol25 dataset; level of theory: the ωB97M-V functional and the def2-TZVPD basis.

LUMO energy	0.468	eV
SMILES	CNCN.O.O

Last column: Löwdin charge in e.
Geometry (Å):
C  -1.0448  2.0453  -1.0725  -0.14
N  -0.4430  1.0748  -0.1775  -0.14
C  -0.3232  1.4909  1.2135  -0.34
N  -0.6272  0.4516  2.1880  0.00
H  -0.7614  3.0736  -0.8060  0.07
H  -2.1254  1.9731  -0.9900  0.07
H  -0.7586  1.8171  -2.0922  0.07
H  0.4478  0.7368  -0.5072  0.09
H  0.6800  1.8733  1.4377  0.11
H  -0.9756  2.3361  1.3712  0.10
H  0.2216  -0.0211  2.4608  0.05
H  -1.2731  -0.2389  1.8201  0.06
H  4.4752  -1.5225  -2.2456  0.03
H  4.8636  -2.2256  -3.5804  0.03
O  5.0748  -2.1522  -2.6489  -0.06
H  -2.0333  -3.4972  0.5667  0.03
H  -2.6087  -3.4297  1.9689  0.03
O  -2.7887  -3.7854  1.0933  -0.06

[6]
3 unconnected molecules or ions with the total composition C2H12N2O2. Source: the OMol25 dataset; level of theory: the ωB97M-V functional and the def2-TZVPD basis.

LUMO energy	0.814	eV
SMILES	NCCN.O.O

Last column: Löwdin charge in e.
Geometry (Å):
C  0.5858  -0.0245  -0.8760  -0.29
C  1.0080  0.1027  0.6072  -0.28
N  1.3764  -1.2232  1.2270  0.00
N  0.4319  1.3100  -1.4329  0.01
H  1.4409  -0.6216  -1.2993  0.12
H  -0.1906  -0.7591  -0.9698  0.09
H  1.8900  0.7346  0.5879  0.09
H  0.2785  0.7852  1.1922  0.13
H  0.5621  -1.7293  1.5574  0.04
H  1.9954  -1.0838  2.0417  0.07
H  1.0855  1.9811  -1.2237  0.05
H  0.4436  1.1912  -2.4300  0.09
H  -1.4174  -1.0655  1.6740  0.03
H  -1.7262  -1.0040  0.2745  -0.04
O  -1.8403  -1.6137  0.9956  -0.06
H  -1.2094  1.1339  -0.8061  0.02
H  -2.6573  1.2676  -0.4556  0.00
O  -2.0567  0.6186  -0.6640  -0.06

[7]
4 unconnected molecules or ions with the total composition C2H12N2O3. Source: the OMol25 dataset; level of theory: the ωB97M-V functional and the def2-TZVPD basis.

LUMO energy	0.530	eV
SMILES	C/N=C/N.O.O.O

Last column: Löwdin charge in e.
Geometry (Å):
C  -0.7981  3.6189  0.3446  -0.16
N  -0.6894  0.0733  -0.2311  0.06
C  -1.4321  1.2781  -0.0954  -0.32
N  -1.0699  2.2480  0.5823  -0.02
H  -1.5781  4.3126  0.7164  0.07
H  -0.8164  3.8394  -0.7308  0.07
H  0.1351  4.0384  0.7363  0.06
H  0.0307  0.2127  0.4764  0.04
H  -0.3994  0.0629  -1.2001  0.08
H  -2.3847  1.2226  -0.6481  0.11
H  2.0983  0.0538  2.5576  0.05
H  2.1526  -0.2368  1.0379  0.00
O  1.7468  -0.5177  1.8678  -0.06
H  -2.6208  -4.3580  -2.6590  0.03
H  -1.5020  -4.9340  -1.8867  0.03
O  -2.4521  -4.7848  -1.8109  -0.06
H  4.0953  -0.8256  -1.2186  0.05
H  3.7862  -1.4185  0.1523  0.05
O  3.5946  -0.6584  -0.4082  -0.06

[8]
2 unconnected molecules or ions with the total composition C2H12N4O. Source: the OMol25 dataset; level of theory: the ωB97M-V functional and the def2-TZVPD basis.

LUMO energy	0.747	eV
SMILES	C[C@H](N)O.NNN

Last column: Löwdin charge in e.
Geometry (Å):
C  -0.7002  0.7233  -1.0484  -0.62
C  -1.2876  1.3985  -2.2724  -0.05
N  -1.2895  -0.5569  -0.8085  0.04
O  -0.8534  1.5394  0.0535  -0.06
H  -0.4623  1.0876  0.8396  0.04
H  1.5341  -0.2469  0.2511  0.13
H  -1.3411  -1.1022  -1.6591  0.07
H  -0.7235  -1.0727  -0.1322  0.04
H  -1.0890  0.8176  -3.1688  0.07
H  -0.8814  2.4015  -2.3631  0.08
H  -2.3651  1.4777  -2.1427  0.08
N  1.0786  -0.8686  1.0114  -0.25
N  0.5748  0.0137  2.0160  -0.02
N  1.9689  -1.8761  1.4231  -0.02
H  0.5249  0.5522  -1.1594  0.14
H  -0.1239  -0.4786  2.5687  0.09
H  1.2995  0.3654  2.6489  0.09
H  1.4451  -2.6232  1.8708  0.07
H  2.6911  -1.5515  2.0716  0.07

[9]
2 unconnected molecules or ions with the total composition C2H12N5. Source: the OMol25 dataset; level of theory: the ωB97M-V functional and the def2-TZVPD basis.

LUMO energy	-2.928	eV
total charge	+1

Last column: Löwdin charge in e.
Geometry (Å):
N  0.3363  0.2907  -1.0322  0.21
C  0.1507  1.5512  -1.3834  -0.48
N  -0.8538  2.2469  -0.8331  0.20
N  0.9067  2.1379  -2.3033  0.21
H  -0.0924  -0.0639  -0.1635  0.06
H  0.8081  -0.3539  -1.6392  0.13
H  -1.3799  1.7757  -0.1153  0.12
H  -0.7467  3.2524  -0.7488  0.14
H  1.7107  1.7051  -2.7159  0.13
H  0.6676  3.0572  -2.6274  0.13
N  0.3145  -2.8671  2.4918  0.01
C  0.3275  -1.8493  1.4833  -0.37
N  -0.9450  -1.1448  1.1691  -0.02
H  0.0880  -2.5256  3.4188  0.08
H  -0.3194  -3.6231  2.2738  0.07
H  1.0599  -1.0931  1.7623  0.11
H  0.6870  -2.3042  0.5598  0.11
H  -1.6223  -1.8412  0.8802  0.08
H  -1.3073  -0.7669  2.0421  0.08

[10]
A molecular structure, C2H12NO2PTa. Source: the OMol25 dataset; level of theory: the ωB97M-V functional and the def2-TZVPD basis.

LUMO energy	3.364	eV
total charge	-1

Last column: Löwdin charge in e.
Geometry (Å):
C  -0.2843  -2.9414  -1.1020  -0.14
C  0.2844  -1.6173  -1.6051  -0.44
N  0.7846  -0.7646  -0.5272  -0.32
Ta  -0.4252  0.5085  0.5523  0.80
P  1.0649  2.6335  0.9629  0.44
O  0.4887  3.9505  0.1827  -0.45
O  0.7966  3.1688  2.5238  -0.46
H  -0.6318  -3.5675  -1.9289  0.06
H  0.4874  -3.4955  -0.5580  0.06
H  -1.1160  -2.7465  -0.4221  0.04
H  1.0594  -1.8391  -2.3566  0.09
H  -0.4976  -1.0545  -2.1212  0.07
H  1.4351  -1.3146  0.0305  0.01
H  0.1321  -0.2583  2.1841  -0.19
H  -1.6632  1.5496  1.4456  -0.21
H  -0.9950  1.2942  -1.0495  -0.18
H  -1.9941  -0.4126  0.4510  -0.19
H  -0.4738  3.9872  0.2607  0.01
H  1.5478  2.9196  3.0769  0.00

[11]
3 unconnected molecules or ions with the total composition C2H12NO3. Source: the OMol25 dataset; level of theory: the ωB97M-V functional and the def2-TZVPD basis.

LUMO energy (alpha / beta)	0.459 / 0.332	eV
multiplicity	2
<S²>	0.750

Last column: Löwdin charge in e.
Geometry (Å):
C  1.8283  -0.5714  0.7415  -0.31
O  1.2273  -1.8599  0.9068  -0.13
C  0.7286  0.4632  0.9080  -0.22
N  -0.2592  0.2103  -0.2059  0.11
H  2.5858  -0.4386  1.5103  0.11
H  2.1819  -0.5365  -0.2913  0.09
H  1.6554  -2.4794  0.2815  0.08
H  1.0555  1.4973  0.8192  0.10
H  0.2134  0.2964  1.8492  0.11
H  0.0160  0.5659  -1.1458  0.08
H  -0.3334  -0.8151  -0.3009  0.09
H  -1.1661  0.6311  0.0165  0.08
H  -2.2592  1.7291  2.1182  0.05
H  -3.5094  1.6390  1.2676  0.05
O  -2.5530  1.4846  1.2068  -0.12
H  -0.6328  -0.7284  -3.5490  -0.01
H  -0.0402  0.6555  -3.7369  0.02
O  -0.3612  0.0430  -3.0524  -0.19

[12]
4 unconnected molecules or ions with the total composition C2H12NO3. Source: the OMol25 dataset; level of theory: the ωB97M-V functional and the def2-TZVPD basis.

LUMO energy (alpha / beta)	0.418 / 0.414	eV
multiplicity	2
<S²>	0.753

Last column: Löwdin charge in e.
Geometry (Å):
C  -2.6823  -0.5996  -1.7175  -0.10
C  -1.2696  -0.6983  0.2765  -0.19
N  -1.3511  -0.3202  -0.9907  -0.21
H  -3.0473  0.2694  -2.2033  0.02
H  -2.4918  -1.3795  -2.5821  0.09
H  -3.4328  -1.0806  -0.8788  0.12
H  -2.1836  -0.4502  0.9636  0.07
H  -0.3701  -0.8565  0.8683  0.01
H  -0.3677  -0.1538  -1.5269  0.14
H  3.0676  -0.9256  3.3451  0.09
H  3.2151  0.5071  3.9278  0.00
O  2.6637  -0.0281  3.4542  -0.02
H  0.5535  0.8706  -3.9341  0.04
H  1.7362  0.4832  -2.9888  0.12
O  0.7569  0.1898  -3.2737  -0.12
H  1.4297  0.9554  1.2107  0.00
H  1.1476  0.8323  2.8196  0.07
O  0.8185  1.2080  1.8895  -0.13

[13]
4 unconnected molecules or ions with the total composition C2H12NO3. Source: the OMol25 dataset; level of theory: the ωB97M-V functional and the def2-TZVPD basis.

LUMO energy (alpha / beta)	-7.267 / -14.927	eV
multiplicity	2
<S²>	0.755
total charge	+2

Last column: Löwdin charge in e.
Geometry (Å):
C  2.0110  0.5208  -0.3153  -0.04
C  2.5866  -0.2676  -1.2171  0.20
N  0.6594  0.3594  0.2352  0.18
H  2.3689  1.5094  -0.0441  0.14
H  3.3867  0.1554  -1.8134  0.12
H  2.1429  -1.1924  -1.5631  0.11
H  0.5023  0.7978  1.1661  0.13
H  -0.0132  0.5751  -0.5945  0.14
H  0.5272  -0.6508  0.3760  0.17
H  -1.2296  -0.7852  -1.6072  0.09
H  -1.6296  0.5672  -2.2602  0.11
O  -1.3633  0.1609  -1.4191  -0.01
H  -4.4135  -3.3400  0.9631  0.14
H  -5.2003  -2.5471  -0.1200  0.15
O  -4.3188  -2.5846  0.3342  0.25
H  2.1097  2.0993  2.4388  0.07
H  0.7138  2.6789  2.9510  0.10
O  1.1598  1.9435  2.4894  -0.04

[14]
4 unconnected molecules or ions with the total composition C2H12NO4. Source: the OMol25 dataset; level of theory: the ωB97M-V functional and the def2-TZVPD basis.

LUMO energy	2.884	eV
total charge	-1

Last column: Löwdin charge in e.
Geometry (Å):
C  1.5741  1.0560  -0.0130  -0.42
O  1.5054  0.4513  1.2228  -0.29
C  0.2602  1.7148  -0.4079  -0.31
N  -0.7655  0.8306  -0.9924  -0.02
H  2.3288  1.8611  0.0179  0.08
H  1.8337  0.3458  -0.8295  0.09
H  -0.0809  2.2097  0.4816  0.09
H  0.4218  2.5598  -1.0971  0.08
H  -0.2789  -0.0573  -1.0806  0.04
H  -1.4285  0.6000  -0.2515  0.04
H  0.4129  -0.0149  3.8987  0.01
H  0.2540  0.0860  5.5258  0.01
O  0.4126  -0.4682  4.7599  -0.09
H  0.2761  0.2750  1.6446  -0.02
H  -0.2825  -1.0655  2.1776  -0.02
O  -0.7068  -0.2215  1.9858  -0.26
H  -2.6800  -2.3045  -6.3573  0.03
H  -1.3913  -2.9392  -5.7206  0.03
O  -1.8900  -2.8183  -6.5329  -0.06

Short version: DFT total energy = -2306.83057 -391.66582 -343.30075 -343.35630 -343.35482 -343.35540 -418.55186 -377.58141 -356.99407 -686.90586 -363.73880 -363.72380 -363.06656 -439.11405 hartree, in the order given.
Short version: maximum force = 5.4 2.0 5.0 1.5 0.6 4.0 2.4 3.0 0.6 1.0 1.4 4.6 3.1 1.2 eV Å⁻¹, in the order given.